142
Properties=species:S:1:pos:R:3:forces:R:3 method="wB97M-V/def2-TZVPD" de_lowest_ev=1.414 gap_ev=4.81 total_energy_ha=-2742.83545 e_homo_ev=-9.112
C -5.318011 -2.822110 -2.705653 1.324 -0.538 0.270
C -5.117521 0.313210 -0.058653 -0.151 0.163 0.946
H -3.537361 -3.959330 1.872707 0.080 -0.652 0.264
C 0.905979 -4.069640 0.403797 0.009 1.739 0.276
H -1.898451 -4.163030 1.152587 -0.051 -0.087 0.323
H 1.604599 2.708250 3.515927 0.625 -0.489 0.997
H -3.554321 1.853050 -3.604893 0.507 -0.165 0.391
H -4.768231 4.859850 -2.529703 -0.109 -0.057 -0.071
H -0.241781 1.978500 -3.504253 -0.337 -0.333 -0.334
O -3.354671 -1.734780 -2.070043 1.009 2.748 1.176
H 2.016349 0.863240 -3.995493 -0.183 0.102 0.276
In 0.515719 -0.031190 0.246807 0.074 -0.307 -0.083
C -3.175481 0.087900 -5.011533 -1.127 0.030 0.175
H -4.128231 -0.046530 -4.499393 -0.755 -0.116 -0.830
H 4.688409 0.234080 -0.717503 0.589 0.420 1.033
H -3.228111 -3.368570 -3.086133 -0.345 -0.641 -0.555
H 4.258259 -2.460610 0.742537 -0.458 0.198 0.107
O 3.030719 -0.718090 -1.108853 -0.665 0.202 1.396
H 3.232929 4.973440 -2.104273 -0.444 0.390 0.114
H -1.841261 -3.241350 3.395577 -0.025 0.378 0.431
H -4.947001 0.761020 -1.037673 0.127 -0.282 -0.119
C 4.090609 -0.464060 -0.131553 0.447 -1.114 -1.781
H 4.581759 2.455410 2.538737 0.204 0.604 0.314
C 1.901469 -4.722380 3.999017 0.643 -0.247 0.188
O 1.030519 3.489970 -3.879153 0.114 0.232 -0.586
C 2.467949 2.928900 2.888197 -0.908 -1.491 0.043
O -0.943521 -1.987350 2.030267 -0.107 1.001 0.440
H -1.460491 0.181600 4.366917 0.600 -0.905 -0.435
C 1.371229 -0.896960 6.777227 2.788 0.585 0.284
H 3.734739 -3.545440 4.104747 -0.126 0.109 -0.076
H -0.266131 2.633700 -5.176523 -0.070 -0.161 0.082
H 2.025749 -5.380310 -4.030383 -1.115 0.107 0.412
C -3.513371 3.160620 -2.167123 0.578 -0.450 0.956
H -5.446881 -2.020510 -3.432933 0.515 0.065 -0.053
O -2.740541 0.202330 0.143897 2.055 -1.121 -0.714
O 1.775249 -1.395940 2.417637 -0.084 0.425 -0.920
C 2.417169 -0.417270 5.654297 -1.406 -1.282 1.347
C -3.828801 -2.977070 -2.265163 -1.354 -1.432 -2.145
H 0.678859 5.161010 0.923337 -0.053 -0.572 0.319
O -4.133701 2.502430 -3.199663 -1.996 -0.017 -1.532
O 3.159459 3.809560 -0.404263 -0.838 -0.672 2.068
H 1.647289 -2.906960 3.687597 -0.261 0.904 -0.246
H -2.260571 0.773270 2.950257 -0.104 0.631 0.140
C 1.374929 1.244500 -4.790053 0.170 0.304 -0.737
H -0.528981 6.344310 0.787697 -0.638 -0.060 -0.372
H 1.472249 -4.342030 -5.427133 -0.344 -0.264 0.220
H 1.320039 3.297770 -2.984263 0.010 -0.207 0.391
H 2.556699 3.215030 -0.856813 -0.820 -0.195 -0.437
O -0.901721 2.964880 0.226617 -0.264 0.477 0.035
O 1.517269 2.082930 -1.372423 -0.427 -1.625 0.774
H 4.048379 2.645250 4.313087 0.575 0.240 -0.190
H 3.008049 -4.259270 -4.671013 0.364 0.370 -0.265
H -0.296981 -0.194230 -2.501583 -0.224 -0.303 -0.162
H -3.075431 -3.017830 0.598147 0.498 0.929 0.037
H 4.837919 6.571520 -0.906283 -0.365 0.390 -0.068
C 1.575689 -3.216510 -3.564483 -0.751 -0.511 0.669
H 0.986579 0.394530 -5.351143 -0.665 -0.150 0.376
H -6.017381 0.789540 0.330527 0.092 0.217 0.290
H 2.070589 -1.079250 7.593167 -0.329 -0.465 0.634
H 2.981419 -1.259750 5.254357 0.314 -0.448 0.655
O -0.755401 -0.985370 -2.157373 1.341 1.480 1.407
H -0.048001 5.263060 -0.604393 -0.185 0.605 -0.272
H -2.505831 3.405270 -2.503453 0.192 1.147 0.073
H 3.805289 1.194760 3.391967 -0.633 -0.072 -0.011
H 3.740139 -0.094980 0.832327 -0.487 0.475 -0.492
H 4.642059 4.126440 -1.617383 0.789 0.558 -0.229
H -2.039581 -0.108170 -3.401533 -0.024 -0.331 0.293
C 4.230219 5.881200 -0.321253 0.656 -0.681 -0.964
H -0.187821 -5.429940 -0.587603 -0.414 -0.533 0.080
H -0.564141 2.490830 5.025727 0.186 -0.301 -0.304
C -1.489641 2.223650 4.515667 -0.862 0.257 -1.361
C 0.872229 -5.346020 -0.348093 -1.851 -0.522 -0.238
H 3.504219 -0.875060 -1.929073 -0.325 -0.129 -0.230
H 5.228099 -2.385180 -0.641763 -0.221 0.597 -0.705
H -2.982851 -0.212770 -0.687123 0.125 -0.546 -0.293
C 3.372759 -4.543450 4.351837 0.819 -0.716 -0.080
C -4.466171 4.260250 -1.671013 0.680 -0.203 -0.592
C 1.947749 -4.376060 -4.446913 1.713 0.547 -1.185
O -2.402451 0.595220 -3.944823 1.291 1.103 -0.560
H -2.909431 -1.866780 2.930497 0.422 0.428 0.045
H -2.309111 4.498980 0.349767 -0.028 -0.044 -0.394
H 3.545549 -4.703280 5.416117 -0.322 0.317 0.155
H 1.104969 -6.194230 0.295697 0.356 -0.068 -0.348
H -5.915631 -2.511210 -1.848753 -0.327 -0.647 -0.042
H -4.027911 0.712630 -6.941213 -0.069 0.017 0.163
H 0.185999 -4.008860 1.219917 -0.657 -0.545 -0.308
H -5.349281 3.767450 -1.264353 -0.001 0.148 0.094
H -0.199891 -2.246270 2.579427 0.433 0.309 0.156
H 2.431929 4.016270 2.954817 0.723 0.227 -0.763
H -0.803161 3.205360 -0.697533 0.331 -0.717 -0.522
O 0.159669 -3.202890 -3.418993 0.162 -1.034 0.139
H -2.295191 0.952690 -6.773133 0.063 -0.010 -0.157
H 1.868869 -2.203930 -3.841683 0.435 -0.184 -0.806
C -1.331431 4.216030 0.739877 0.431 1.326 1.130
H 0.324139 -3.193790 -1.343973 -0.194 -0.284 -0.391
H 3.127929 0.376360 5.884657 0.047 -0.122 1.121
O 1.276649 -3.518000 4.328577 -1.067 0.241 0.583
C -0.290561 5.333770 0.455917 0.347 -0.872 -0.075
C -3.248661 1.037590 -6.251813 0.877 -0.888 0.741
H 3.384719 6.354590 0.177877 0.000 0.053 -0.284
H 2.199719 2.932630 0.917837 0.238 0.221 -0.163
O 1.921139 2.392810 1.661207 0.546 -0.011 0.062
H 2.727779 -1.611290 2.446497 -0.419 0.291 -0.681
H 0.701859 -0.123380 7.153557 0.040 0.223 -0.523
C -2.646991 -3.451730 1.501627 -1.644 -0.655 -0.357
H -3.357781 2.098590 -6.027153 -0.318 -0.161 0.382
H 2.419809 1.794340 -1.610483 -0.639 -0.753 -0.009
H 2.035839 1.674340 -5.542743 0.214 0.401 0.135
H -1.795961 3.018010 3.835027 0.171 0.538 0.380
C 3.799149 4.689830 -1.217113 1.360 1.122 -0.162
H 5.713529 -1.545530 0.767557 0.104 0.254 0.131
H -2.835271 -0.917890 -5.257993 0.142 0.052 -0.459
H 1.654399 -4.913570 2.954747 0.571 -0.448 -0.220
H 0.419349 0.787300 3.466947 1.047 -0.125 0.028
H 0.821849 -1.814870 6.568097 0.242 0.167 -0.484
H 1.248349 -5.376880 -1.370683 1.078 0.141 0.397
H 4.080889 -5.240830 3.904287 -0.218 -0.212 -0.437
H -3.676641 1.535040 1.086597 -0.935 0.327 0.652
H -3.981591 -0.086460 1.772807 0.024 -0.186 0.074
C -1.416481 0.966810 3.612197 -0.791 0.046 1.519
H 2.089579 -3.395600 -2.620053 -0.120 0.104 0.520
H 1.499289 -5.545990 4.588947 -0.267 0.140 0.040
H -3.599461 -3.681700 -1.465783 -0.675 -0.010 0.588
O 1.677099 0.049410 4.627637 -1.872 2.004 -2.052
H 1.780179 -3.906390 1.034047 0.906 0.418 -0.928
O 0.607409 -2.937430 -0.463273 0.853 0.294 1.582
H -3.308831 2.403610 -1.410013 -0.065 0.179 0.857
H -0.131261 -2.326220 -3.157453 -0.202 0.795 0.453
C -3.887321 0.491330 0.853367 -1.084 1.354 -0.451
H -1.495881 4.171270 1.816467 0.231 -0.536 0.085
C 3.830459 2.281300 3.309017 -1.430 0.304 -0.356
H -2.405701 -1.767980 -2.211293 0.596 0.551 0.342
C 4.836929 -1.749710 0.152747 0.664 -0.730 0.902
H -5.377691 -0.744560 -0.097753 0.217 -0.057 -0.474
C 0.363569 2.318640 -4.344463 0.657 -0.252 0.479
H -4.037261 4.962070 -0.955773 0.072 -0.284 0.176
O -0.259031 0.993000 2.819577 0.087 -0.290 -0.751
H -2.253581 2.126390 5.287057 -0.121 -0.166 -0.084
H 4.927869 5.532060 0.439977 -0.202 -0.281 0.176
C -2.134051 -2.557410 2.598957 0.635 -1.090 -1.619
H 1.814459 -0.467830 3.830657 -0.054 -0.581 -0.983
H -5.560581 -3.744940 -3.232563 -0.801 -0.086 0.517